Entry w
C7H8 | ωB97M-V/def2-TZVPD

```
! wB97M-V def2-TZVPD RIJCOSX def2/J DEFGRID3
* xyz 0 1
C 2.90 1.22 -0.02
C 1.76 1.07 -0.38
C 0.34 0.84 -0.67
C -0.25 -0.23 0.29
C -0.27 -1.62 -0.35
C -1.59 0.14 0.76
C -2.69 0.42 1.18
H 3.90 1.36 0.30
H 0.21 0.52 -1.71
H -0.20 1.79 -0.57
H 0.40 -0.26 1.17
H -0.92 -1.62 -1.23
H 0.74 -1.91 -0.66
H -0.65 -2.36 0.35
H -3.66 0.66 1.56
*
```

Values from the calculation:
Kohn-Sham gap, eV: 10.952
E_LUMO, eV: 1.0357
E_HOMO, Eh: -0.36441
Structure (SMILES): C#CC[C@H](C)C#C

Here are the Löwdin charges for atoms 1 to 6, given in e: number 1, C, carries 0.11; number 2, C, carries -0.15; number 3, C, carries -0.18; number 4, C, carries -0.39; number 5, C, carries -0.07; number 6, C, carries -0.12

Entry x
C7H8 | ωB97M-V/def2-TZVPD

```
! wB97M-V def2-TZVPD RIJCOSX def2/J DEFGRID3
* xyz 0 1
C -0.62 1.29 -0.48
C 0.48 1.12 0.00
C 1.20 -0.05 0.31
C 1.30 0.00 1.71
C 1.34 -0.93 -0.89
H -1.08 2.04 -1.05
H 1.50 0.92 2.08
H 1.43 -0.91 2.28
H 0.55 -0.43 -1.53
H 1.20 -1.95 -0.66
H 2.15 -0.82 -1.60
C -2.79 0.22 0.34
C -2.05 -0.52 -0.26
H -2.90 1.40 0.20
H -1.71 -1.39 -0.44
*
```

Values from the calculation:
Kohn-Sham gap (spin up / spin down), eV: 7.849 / 7.848
E_LUMO (spin up / spin down), eV: -0.1030 / -0.1031
E_HOMO (spin up / spin down), Eh: -0.29222 / -0.29220
Structure (SMILES): C#CC(=C)C.C#C

Here are the Löwdin charges for atoms 1 to 6, given in e: number 1, C, carries -0.01; number 2, C, carries -0.14; number 3, C, carries -0.33; number 4, C, carries 0.09; number 5, C, carries -0.05; number 6, H, carries 0.05

Sorted by energy, starting with the most stable: entry w, entry x.